{"formula": "C32H88N8O8", "method": "wB97M-V/def2-TZVPD", "gap_ev": 9.29, "smiles": "COC[C@H](C)N.COC[C@H](C)N.COC[C@H](C)N.COC[C@H](C)N.COC[C@H](C)N.COC[C@H](C)N.COC[C@H](C)N.COC[C@H](C)N", "fmax_ev_per_a": 2.7, "e_tot_ha": -2311.7789, "e_above_lowest_kcal_mol": 47.5, "molar_mass_g_mol": 713.1, "e_lumo_ev": 0.439, "species": ["C", "O", "C", "C", "C", "N", "H", "H", "H", "H", "H", "H", "H", "H", "H", "H", "H", "C", "O", "C", "C", "C", "N", "H", "H", "H", "H", "H", "H", "H", "H", "H", "H", "H", "C", "O", "C", "C", "C", "N", "H", "H", "H", "H", "H", "H", "H", "H", "H", "H", "H", "C", "O", "C", "C", "C", "N", "H", "H", "H", "H", "H", "H", "H", "H", "H", "H", "H", "C", "O", "C", "C", "C", "N", "H", "H", "H", "H", "H", "H", "H", "H", "H", "H", "H", "C", "O", "C", "C", "C", "N", "H", "H", "H", "H", "H", "H", "H", "H", "H", "H", "H", "C", "O", "C", "C", "C", "N", "H", "H", "H", "H", "H", "H", "H", "H", "H", "H", "H", "C", "O", "C", "C", "C", "N", "H", "H", "H", "H", "H", "H", "H", "H", "H", "H", "H"], "coordinates": [[3.3968, -2.7054, 8.8917], [2.1451, -2.8972, 8.2892], [1.9744, -2.0493, 7.1808], [0.6253, -2.3178, 6.5279], [0.1519, -1.2516, 5.5397], [-0.4678, -2.5209, 7.5013], [3.4255, -3.2638, 9.8281], [3.6433, -1.6586, 9.0931], [4.2096, -3.1293, 8.2845], [2.0031, -0.9940, 7.5010], [2.7632, -2.2008, 6.4322], [0.7158, -3.2442, 5.9475], [-0.7673, -1.5995, 5.0852], [0.9143, -1.1332, 4.7630], [0.0705, -0.3132, 6.0926], [-0.0878, -3.1131, 8.2333], [-0.6679, -1.6322, 7.9529], [1.2404, 4.2666, -1.3966], [0.9536, 5.6166, -1.1016], [0.3719, 6.3151, -2.1842], [-0.1828, 7.6211, -1.6755], [-1.3107, 7.3425, -0.6782], [-0.6156, 8.4094, -2.8346], [1.1641, 3.6356, -0.5129], [2.2054, 4.2223, -1.9102], [0.4823, 3.8637, -2.0844], [1.1288, 6.4691, -2.9685], [-0.3849, 5.6942, -2.6891], [0.6377, 8.1192, -1.1571], [-0.8994, 6.9328, 0.2440], [-2.0002, 6.5913, -1.0784], [-1.9105, 8.2329, -0.4860], [-0.7438, 9.3709, -2.5378], [-1.5383, 8.1041, -3.1280], [-4.8321, 1.0531, -4.7593], [-5.7496, 0.8270, -5.8129], [-6.3834, -0.4144, -5.7182], [-7.6303, -0.3758, -4.8289], [-8.1275, -1.7785, -4.5205], [-8.6774, 0.4286, -5.4741], [-5.3129, 1.0170, -3.7822], [-4.4219, 2.0448, -4.9689], [-3.9352, 0.4290, -4.8253], [-6.6382, -0.8217, -6.7084], [-5.7126, -1.2473, -5.4211], [-7.2973, 0.1335, -3.9210], [-7.5723, -2.1860, -3.6747], [-7.8501, -2.4060, -5.3813], [-9.1945, -1.9270, -4.3881], [-8.2624, 1.3047, -5.7766], [-8.9799, -0.0367, -6.3240], [8.3507, -0.9392, 2.6146], [7.0468, -0.9614, 3.1247], [6.0445, -1.0260, 2.1141], [4.6893, -1.1875, 2.7596], [4.6326, -2.2303, 3.8612], [3.7239, -1.5262, 1.7105], [8.3892, -1.3392, 1.5946], [9.0007, -1.5674, 3.2266], [8.7593, 0.0769, 2.6052], [6.0697, -0.0969, 1.5344], [6.2821, -1.9084, 1.5070], [4.4047, -0.2053, 3.1684], [3.7742, -2.0359, 4.5041], [5.5231, -2.1333, 4.4835], [4.6369, -3.2338, 3.4392], [3.8128, -1.0071, 0.8506], [2.7894, -1.5513, 2.0859], [-5.6453, -1.6439, 1.3810], [-4.7134, -2.6463, 1.7479], [-3.8916, -2.2717, 2.8425], [-4.5972, -2.3256, 4.1646], [-3.6294, -2.0224, 5.2879], [-5.0873, -3.7182, 4.3754], [-6.2272, -1.2921, 2.2358], [-6.3348, -2.1163, 0.6815], [-5.1496, -0.8108, 0.8728], [-3.0602, -2.9874, 2.8305], [-3.3338, -1.3452, 2.6325], [-5.4497, -1.6409, 4.2314], [-3.1864, -1.0177, 5.2564], [-2.7994, -2.7266, 5.2601], [-4.0997, -1.9916, 6.2728], [-5.6998, -3.9319, 3.5896], [-5.7358, -3.6426, 5.1568], [-2.6354, -2.3770, -6.0736], [-2.3503, -1.0216, -5.8425], [-1.4537, -0.7759, -4.7859], [-0.0103, -1.2216, -4.9943], [0.8457, -0.8168, -3.8266], [0.4351, -0.4725, -6.2199], [-1.7895, -3.0355, -5.8917], [-3.1227, -2.4856, -7.0408], [-3.4336, -2.7250, -5.3898], [-1.5334, 0.2687, -4.4758], [-1.8072, -1.2700, -3.8567], [-0.0068, -2.2895, -5.2165], [0.4181, -1.0722, -2.8569], [1.0269, 0.2594, -3.8531], [1.8368, -1.2561, -3.9628], [-0.3572, -0.5465, -6.8573], [1.1547, -1.0210, -6.6848], [3.8581, 1.2597, -0.7324], [4.8375, 0.2437, -0.9951], [6.1026, 0.7937, -1.2730], [7.1114, -0.3154, -1.4258], [8.5410, 0.1710, -1.4418], [6.8238, -1.0189, -2.6787], [3.6629, 1.7692, -1.6794], [4.2497, 1.9420, 0.0236], [2.9792, 0.7163, -0.3988], [6.0313, 1.3903, -2.1978], [6.4359, 1.5095, -0.5047], [7.0049, -0.9094, -0.5068], [8.7594, 0.9831, -0.7445], [8.8333, 0.5607, -2.4240], [9.2710, -0.6296, -1.2967], [7.2869, -1.9193, -2.7173], [5.8258, -1.2044, -2.7047], [-3.1954, 1.2067, -1.5771], [-2.1047, 0.3416, -1.3093], [-1.0512, 0.9191, -0.5630], [-0.7300, 0.0027, 0.5829], [0.3287, 0.4350, 1.5766], [-0.2999, -1.3048, -0.0072], [-3.7502, 1.4894, -0.6815], [-3.7545, 0.7681, -2.3951], [-2.7576, 2.1139, -2.0227], [-0.1653, 1.0751, -1.1897], [-1.3636, 1.9024, -0.1907], [-1.6003, -0.3010, 1.1803], [1.2842, 0.6426, 1.0924], [0.5295, -0.3201, 2.3394], [-0.0483, 1.2833, 2.1570], [-0.5538, -2.0688, 0.6151], [-0.9575, -1.4931, -0.7637]]}